1.
Entry from the OMol25 dataset: a structure of composition C23H48O5P4Re in a non-equilibrium geometry (wB97M-V/def2-TZVPD).

Geometry as ORCA input:
```
! RIJCOSX wB97M-V def2-TZVPD def2/J DEFGRID3
* xyz 4 4
P 3.63 -1.07 0.02
C 4.50 -0.82 1.63
H 5.60 -0.83 1.48
H 4.17 -1.62 2.32
H 4.17 0.16 2.04
C 4.44 -2.48 -0.84
H 4.16 -2.41 -1.91
H 4.01 -3.41 -0.43
H 5.54 -2.47 -0.72
C 4.13 0.37 -1.01
H 5.17 0.30 -1.34
H 4.01 1.30 -0.46
H 3.49 0.44 -1.89
P -1.63 5.40 -1.48
C -1.71 5.69 0.29
H -1.99 6.72 0.55
H -0.71 5.44 0.71
H -2.43 4.96 0.73
C -0.31 6.17 -2.47
H -0.31 5.71 -3.47
H 0.67 5.92 -2.04
H -0.36 7.25 -2.59
C -3.20 5.33 -2.37
H -3.64 6.30 -2.57
H -3.94 4.72 -1.83
H -3.01 4.80 -3.32
P -2.92 -2.92 -0.86
C -3.18 -2.20 0.81
H -3.92 -2.80 1.36
H -3.53 -1.16 0.71
H -2.22 -2.17 1.35
C -4.58 -2.84 -1.65
H -5.36 -3.54 -1.34
H -4.36 -2.97 -2.73
H -4.93 -1.80 -1.52
C -2.42 -4.67 -0.69
H -3.28 -5.29 -0.38
H -1.57 -4.74 0.02
H -2.05 -4.98 -1.69
Re -0.15 0.86 -2.72
C 0.82 2.18 -1.44
O 1.24 2.89 -0.60
C -1.59 1.38 -1.32
O -2.30 1.70 -0.47
C -1.60 0.82 -4.13
C -1.18 -0.52 -3.88
C 0.17 -0.87 -3.92
C 1.15 0.10 -4.17
C 0.76 1.43 -4.47
C -0.61 1.81 -4.44
H -2.63 1.13 -4.11
H -1.94 -1.24 -3.58
H 0.49 -1.88 -3.67
H 2.21 -0.14 -4.08
H 1.50 2.19 -4.71
H -0.92 2.80 -4.73
C -1.55 1.44 3.23
C -0.21 1.07 2.65
O -0.31 -0.26 2.04
P 0.96 -1.31 1.93
O 1.54 -1.34 3.46
C 0.78 -1.60 4.69
C 1.57 -0.98 5.81
O 0.11 -2.73 1.83
C 0.65 -4.03 2.24
C 2.13 -4.17 2.04
H -2.35 1.44 2.49
H -1.49 2.45 3.66
H -1.82 0.75 4.04
H 0.12 1.77 1.87
H 0.56 1.05 3.44
H -0.22 -1.15 4.60
H 0.69 -2.68 4.82
H 1.64 0.11 5.69
H 1.09 -1.20 6.76
H 2.58 -1.39 5.83
H 0.37 -4.19 3.29
H 0.11 -4.78 1.65
H 2.70 -3.58 2.77
H 2.40 -5.22 2.20
H 2.44 -3.90 1.02
*
```

Values from the calculation:
Relative energy (zero: lowest compared OMol25 entry of this formula, charge and spin) in kJ/mol: 100.1
Electronic energy in hartree: -2723.51842
Molar mass in g/mol: 714.74
LUMO (alpha / beta) in eV: -12.820 / -13.449

=====

2.
Entry from the OMol25 dataset: a structure of composition C23H49BBeBrCl2F2Li2N4O12P in a non-equilibrium geometry (wB97M-V/def2-TZVPD).

Geometry as ORCA input:
```
! RIJCOSX wB97M-V def2-TZVPD def2/J DEFGRID3
* xyz 2 1
C -0.61 -5.30 2.06
C 0.15 -3.86 1.66
N -0.81 -2.77 2.03
C -0.34 -1.38 1.80
N -0.11 -0.84 3.23
C -0.78 -1.67 4.12
O -1.38 -2.39 5.09
O 0.85 -1.44 0.98
C 2.04 -0.79 1.50
B 2.96 -0.44 0.13
O 3.01 -1.43 -0.97
O 3.76 0.79 -0.03
C 5.11 0.51 -0.54
C 3.06 -1.79 2.37
C 2.94 -1.59 3.99
F 4.45 -1.33 2.01
C -1.44 -0.37 1.04
C -2.02 0.78 2.12
O -1.09 1.90 2.33
N -1.48 2.67 3.37
O -0.70 2.35 4.27
O -0.56 0.46 0.15
C -1.31 1.25 -0.81
C -0.40 2.62 -1.12
C -0.11 2.86 -2.71
C -1.11 3.91 -0.36
C -1.80 4.98 -1.44
C -0.02 4.76 0.59
N -2.49 -1.01 0.23
C -3.79 -1.33 0.91
C -5.09 -0.45 0.51
C -5.64 0.55 1.74
Br -4.99 0.59 -1.19
P -1.99 -2.14 -1.01
O -2.10 -3.70 -0.62
O -3.15 -1.97 -2.36
O -0.43 -1.91 -1.73
H -0.32 -5.57 3.16
H -1.78 -5.15 1.95
H -0.21 -6.16 1.37
H 0.41 -3.96 0.53
H 1.07 -3.80 2.38
H -1.80 -2.97 1.86
H 1.90 0.26 1.99
H 2.73 -2.36 -0.62
H 5.45 -0.61 -0.46
H 5.16 0.91 -1.66
H 5.88 1.12 0.14
H 3.01 -2.91 2.00
H 3.92 -1.84 4.59
H 2.11 -2.36 4.38
H 2.52 -0.52 4.27
H -2.96 1.25 1.55
H -2.46 0.31 3.10
H -2.36 1.65 -0.49
H -1.32 0.67 -1.85
H 0.65 2.48 -0.56
H 0.43 3.93 -2.79
H 0.67 2.08 -3.11
H -1.08 2.96 -3.38
H -1.98 3.61 0.37
H -0.99 5.62 -1.99
H -2.44 5.73 -0.77
H -2.53 4.41 -2.16
H 1.04 4.69 0.11
H -0.07 4.26 1.68
H -0.46 5.86 0.63
H -3.74 -1.39 2.10
H -4.04 -2.46 0.60
H -6.00 -1.22 0.36
H -6.77 0.32 2.03
H -5.01 0.30 2.72
H -5.44 1.69 1.52
H -2.73 -1.30 -2.98
H 0.16 -2.69 -1.41
O -4.14 1.30 -4.76
H -4.14 0.37 -5.02
H -4.53 1.31 -3.88
F -4.57 3.28 -4.91
Li 3.83 -1.13 5.87
C 4.61 -5.04 -3.42
C 4.90 -4.48 -2.02
C 6.34 -3.95 -1.97
O 4.80 -5.48 -1.15
H 5.29 -5.86 -3.69
H 3.58 -5.42 -3.50
H 4.73 -4.26 -4.17
H 4.25 -3.60 -1.91
H 7.08 -4.73 -2.18
H 6.58 -3.53 -0.98
H 6.48 -3.16 -2.71
C -0.30 8.75 -3.07
Cl 0.39 7.71 -1.81
Cl -1.93 8.22 -3.50
H -0.34 9.77 -2.70
H 0.34 8.70 -3.95
Li -5.17 -0.77 -4.35
Be -1.27 4.08 5.26
*
```

Values from the calculation:
Relative energy (zero: lowest compared OMol25 entry of this formula, charge and spin) in kJ/mol: 1344.0
Electronic energy in hartree: -6116.39940
Molar mass in g/mol: 827.15
LUMO in eV: -9.869

=====

3.
Entry from the OMol25 dataset: a structure of composition C23H49GaN4P3Se in a non-equilibrium geometry (wB97M-V/def2-TZVPD).

Geometry as ORCA input:
```
! RIJCOSX wB97M-V def2-TZVPD def2/J DEFGRID3
* xyz 3 1
Ga 0.83 -0.52 -0.13
P -1.17 -0.54 1.75
P 1.75 -2.76 -0.62
P -1.69 -0.77 -1.67
H 0.70 3.29 -1.29
C -0.37 3.18 -1.50
C -1.30 3.68 -0.68
H -1.05 4.26 0.22
C -0.93 -0.04 3.53
C -1.63 -2.31 2.06
C -2.89 0.13 1.50
C 2.59 -2.56 -2.24
C 3.01 -3.32 0.59
C 0.48 -4.03 -1.00
C -3.01 0.47 -2.06
C -2.84 -2.21 -1.44
C -1.25 -1.19 -3.41
H -0.61 2.58 -2.38
H -2.37 3.62 -0.88
H -0.60 1.01 3.63
H -0.20 -0.70 4.02
H -1.88 -0.15 4.07
H -0.72 -2.90 2.25
H -2.17 -2.74 1.21
H -2.27 -2.36 2.96
H -2.85 1.20 1.26
H -3.47 -0.01 2.44
H -3.41 -0.40 0.69
H 3.08 -3.51 -2.53
H 3.33 -1.75 -2.17
H 1.82 -2.31 -2.99
H 3.36 -4.34 0.38
H 2.57 -3.30 1.60
H 3.88 -2.64 0.56
H 0.93 -5.02 -1.09
H 0.01 -3.78 -1.97
H -0.27 -4.03 -0.20
H -3.62 0.07 -2.89
H -2.57 1.43 -2.36
H -3.66 0.64 -1.19
H -3.45 -2.27 -2.35
H -3.51 -2.08 -0.58
H -2.28 -3.14 -1.33
H -2.18 -1.18 -4.00
H -0.81 -2.19 -3.45
H -0.54 -0.45 -3.81
C 2.01 2.50 -4.58
C 1.52 3.71 -4.10
C 1.56 4.85 -4.92
C 2.15 4.77 -6.20
C 2.72 3.56 -6.64
C 2.66 2.43 -5.81
Se 1.84 0.79 -3.66
H 1.20 1.25 -2.37
H 1.09 3.76 -3.11
H 1.14 5.81 -4.59
H 2.16 5.65 -6.85
H 3.23 3.49 -7.61
H 3.10 1.49 -6.15
C 1.71 2.05 1.70
N 2.24 0.77 1.26
C 2.60 0.04 2.54
N 3.62 0.72 3.35
C 3.07 2.03 3.71
N 2.66 2.83 2.52
C 3.91 3.04 1.76
N 4.51 1.76 1.35
C 3.52 1.07 0.50
C 4.82 0.92 2.53
H 0.85 1.85 2.34
H 1.42 2.63 0.82
H 2.96 -0.95 2.25
H 1.74 -0.06 3.18
H 3.87 2.59 4.24
H 2.18 1.92 4.36
H 3.70 3.63 0.86
H 4.57 3.52 2.48
H 4.00 0.17 0.13
H 3.27 1.72 -0.34
H 5.57 1.38 3.19
H 5.18 -0.05 2.18
*
```

Values from the calculation:
Relative energy (zero: lowest compared OMol25 entry of this formula, charge and spin) in kJ/mol: 288.0
Electronic energy in hartree: -6474.01982
Molar mass in g/mol: 623.28
LUMO (alpha / beta) in eV: -9.867 / -11.911

=====

4.
Entry from the OMol25 dataset: a structure of composition C23H49IrN3OP4 in a non-equilibrium geometry (wB97M-V/def2-TZVPD).

Geometry as ORCA input:
```
! RIJCOSX wB97M-V def2-TZVPD def2/J DEFGRID3
* xyz 3 5
Ir -0.68 -0.33 0.18
P -2.76 -0.15 0.86
P -0.44 -2.55 0.89
P -1.21 1.69 -1.32
H 3.60 -3.93 -5.03
C 3.81 -2.88 -5.14
C 4.47 -2.19 -4.20
H 4.72 -2.62 -3.22
C -3.97 -0.85 -0.31
C -3.21 -1.00 2.43
C -3.56 1.48 1.23
C 1.20 -3.21 0.48
C -0.55 -3.02 2.65
C -1.62 -3.62 0.01
C 0.20 2.13 -2.40
C -1.52 3.42 -0.70
C -2.56 1.53 -2.55
H 3.52 -2.41 -6.08
H 4.87 -1.20 -4.43
H -4.95 -0.81 0.18
H -3.73 -1.89 -0.56
H -4.00 -0.28 -1.24
H -4.22 -0.67 2.70
H -2.51 -0.74 3.24
H -3.22 -2.08 2.29
H -4.50 1.54 0.66
H -2.95 2.35 0.98
H -3.80 1.54 2.30
H 1.48 -3.98 1.21
H 1.96 -2.42 0.48
H 1.18 -3.66 -0.52
H -0.89 -4.06 2.70
H -1.25 -2.40 3.21
H 0.43 -2.95 3.11
H -1.31 -4.66 0.17
H -1.59 -3.39 -1.06
H -2.64 -3.48 0.38
H 0.07 3.17 -2.74
H 0.24 1.47 -3.27
H 1.14 2.07 -1.85
H -1.19 4.13 -1.47
H -0.95 3.64 0.21
H -2.59 3.60 -0.53
H -2.33 2.15 -3.43
H -3.51 1.88 -2.11
H -2.68 0.50 -2.88
C 1.34 -0.91 -2.10
C 0.43 -1.63 -2.92
C 0.42 -1.41 -4.28
C 1.42 -0.61 -4.85
C 2.48 -0.13 -4.08
C 2.51 -0.35 -2.72
O 1.18 -0.57 -0.84
H -1.12 -0.39 -1.43
H -0.30 -2.29 -2.42
H -0.32 -1.88 -4.94
H 1.45 -0.43 -5.93
H 3.36 0.34 -4.55
H 3.31 -0.06 -2.04
C 0.81 1.87 4.70
N 1.80 0.90 4.14
C 2.89 1.63 3.49
N 2.39 2.51 2.40
C 1.42 3.46 2.96
N 0.29 2.80 3.67
C -0.61 2.12 2.74
P 0.38 0.81 1.85
C 1.17 -0.09 3.27
C 1.88 1.76 1.27
H 1.36 2.44 5.46
H -0.04 1.35 5.14
H 3.61 0.92 3.08
H 3.38 2.28 4.24
H 1.00 4.10 2.17
H 2.00 4.07 3.68
H -1.45 1.66 3.28
H -1.05 2.83 2.02
H 0.42 -0.67 3.83
H 1.94 -0.78 2.87
H 1.61 2.44 0.44
H 2.65 1.05 0.90
*
```

Values from the calculation:
Electronic energy in hartree: -2613.87729
Molar mass in g/mol: 699.78
LUMO (alpha / beta) in eV: -7.464 / -12.486

=====

5.
Entry from the OMol25 dataset: a structure of composition C23H49N2OP3SeTi in a non-equilibrium geometry (wB97M-V/def2-TZVPD).

Geometry as ORCA input:
```
! RIJCOSX wB97M-V def2-TZVPD def2/J DEFGRID3
* xyz 3 2
Ti -0.05 -0.34 0.25
P 0.32 1.88 1.39
P -2.19 0.61 -0.32
P 2.35 -0.17 -0.41
H -1.49 -3.09 -4.93
C -0.63 -3.54 -4.42
C -0.36 -3.37 -3.12
H -0.86 -2.59 -2.55
C 0.50 3.43 0.41
C -0.99 2.43 2.58
C 1.79 2.13 2.48
C -2.80 -0.40 -1.74
C -3.54 0.51 0.91
C -2.47 2.30 -0.92
C 2.59 -1.16 -1.93
C 3.65 -0.81 0.72
C 3.10 1.41 -0.92
H -0.04 -4.24 -5.04
H 0.34 -4.05 -2.65
H 0.63 4.25 1.13
H -0.37 3.64 -0.21
H 1.37 3.39 -0.24
H -0.67 3.39 3.01
H -1.13 1.72 3.40
H -1.97 2.57 2.10
H 1.95 3.21 2.64
H 2.71 1.70 2.07
H 1.63 1.69 3.48
H -3.89 -0.28 -1.79
H -2.55 -1.46 -1.59
H -2.34 -0.07 -2.68
H -4.36 1.20 0.64
H -3.19 0.77 1.93
H -3.93 -0.52 0.94
H -3.53 2.38 -1.22
H -1.83 2.50 -1.80
H -2.26 3.06 -0.15
H 3.66 -1.20 -2.15
H 2.04 -0.72 -2.77
H 2.21 -2.18 -1.78
H 4.58 -0.94 0.14
H 3.33 -1.78 1.11
H 3.85 -0.14 1.56
H 4.12 1.21 -1.29
H 3.17 2.13 -0.08
H 2.50 1.85 -1.72
C 0.48 1.58 -5.23
C 0.14 0.24 -5.05
C 0.31 -0.71 -6.04
C 0.73 -0.36 -7.31
C 1.17 0.97 -7.51
C 1.07 1.95 -6.47
Se -0.17 2.65 -3.76
H 0.42 2.07 -2.53
H -0.34 -0.09 -4.13
H 0.07 -1.74 -5.79
H 0.73 -1.12 -8.14
H 1.61 1.24 -8.47
H 1.43 2.98 -6.66
C -2.72 -2.16 2.92
N -1.62 -1.84 3.81
C -2.02 -1.59 5.20
C -0.87 -1.92 6.12
C 0.34 -1.13 5.68
N 0.60 -1.36 4.27
C 1.97 -1.08 3.82
C -0.41 -1.39 3.36
O -0.22 -1.03 2.13
H -2.40 -2.18 1.89
H -3.53 -1.44 3.01
H -3.16 -3.13 3.21
H -2.31 -0.53 5.33
H -2.90 -2.21 5.38
H -0.65 -3.00 6.15
H -1.13 -1.59 7.12
H 1.26 -1.40 6.22
H 0.16 -0.05 5.86
H 2.04 -0.06 3.41
H 2.66 -1.08 4.68
H 2.30 -1.82 3.09
*
```

Values from the calculation:
Relative energy (zero: lowest compared OMol25 entry of this formula, charge and spin) in kJ/mol: 60.7
Electronic energy in hartree: -5364.50703
Molar mass in g/mol: 589.41
LUMO (alpha / beta) in eV: -10.752 / -10.393